[1]
22
Properties=species:S:1:pos:R:3 method="wB97M-V/def2-TZVPD" homo_lumo_gap_ev="6.68 / 6.67" e_above_lowest_kj_mol=321.91 homo_energy_ev="-6.72 / -6.71"
C 0.579 1.098 -0.926
C -2.007 -1.885 -0.010
C -2.545 -0.545 0.137
C -0.741 -0.674 1.356
C 0.921 2.482 -0.444
C 2.623 -0.156 0.237
C 1.289 -0.048 -0.420
O -0.432 0.828 -1.629
O -0.941 -1.941 1.060
O -1.595 0.212 0.886
Br 1.005 -1.612 -1.545
H -2.639 -2.781 0.213
H -1.470 -2.158 -1.015
H -2.688 0.091 -0.773
H -3.490 -0.490 0.577
H 0.166 -0.413 1.914
H 1.664 2.352 0.368
H 0.121 2.977 -0.021
H 1.283 3.133 -1.149
H 2.768 0.596 1.028
H 3.286 0.082 -0.490
H 2.842 -1.148 0.647

=====

[2]
19
Properties=species:S:1:pos:R:3 method="wB97M-V/def2-TZVPD" homo_lumo_gap_ev=11.10 smiles=Cl[C@H]1CCC2(CC2)C1 e_above_lowest_kj_mol=0.00 homo_energy_ev=-10.07
C 1.002 0.048 0.393
C 0.607 1.416 -0.147
C -0.916 1.416 0.015
C -1.326 -0.059 -0.041
C -2.591 -0.511 -0.732
C -2.489 -0.561 0.782
C -0.059 -0.895 -0.186
H 0.979 0.061 1.474
H 1.105 2.230 0.372
H 0.865 1.460 -1.205
H -1.409 2.028 -0.716
H -1.221 1.843 0.998
H -3.248 0.269 -1.160
H -2.579 -1.448 -1.255
H -3.056 0.175 1.363
H -2.402 -1.549 1.260
H 0.172 -1.090 -1.222
H -0.089 -1.833 0.330
Cl 2.678 -0.428 -0.044

=====

[3]
21
Properties=species:S:1:pos:R:3 method="wB97M-V/def2-TZVPD" homo_lumo_gap_ev=7.09 e_above_lowest_kj_mol=390.42 homo_energy_ev=-7.21
C -2.601 -2.317 -0.354
C -3.103 -1.638 0.738
C -1.870 -1.452 -1.103
C 1.700 1.976 -0.474
C 1.228 0.080 1.120
C 0.803 1.426 0.703
C -1.336 0.974 -0.651
N -2.800 -0.343 0.744
N -2.039 -0.260 -0.413
Cl -2.145 2.300 0.077
H -2.852 -3.347 -0.542
H -3.715 -2.162 1.363
H -1.697 -1.422 -2.129
H 2.745 1.951 -0.041
H 1.509 1.312 -1.290
H 1.454 3.105 -0.639
H 2.329 0.144 1.167
H 0.666 -0.231 2.143
H 0.974 -0.655 0.339
H 0.411 2.099 1.409
H -1.012 1.126 -1.670

=====

Number 1: electronic energy -3072.9076 hartree, M 223.07 g/mol. Number 2: electronic energy -733.4955 hartree, M 130.62 g/mol. Number 3: electronic energy -842.8477 hartree, M 158.63 g/mol.